(1)
A molecular structure, C51H51MgN3O3S3Sb. Source: the OMol25 dataset; level of theory: ωB97M-V/def2-TZVPD.

XYZ file:
```
113
Properties=species:S:1:pos:R:3:lowdin_charge:R:1
Mg -0.228 -0.144 0.432 0.3844
O -1.932 -0.979 -3.361 0.0688
C -1.792 -2.306 -3.207 -0.2568
C -2.456 -3.153 -4.096 -0.0037
C -2.298 -4.519 -4.010 -0.0677
C -1.505 -5.076 -3.013 -0.0838
C -0.880 -4.258 -2.101 -0.0231
C -1.007 -2.867 -2.183 -0.0798
C -0.297 -2.023 -1.219 -0.4531
O -0.362 -0.734 -1.294 -0.1488
N 0.394 -2.643 -0.301 -0.0495
N 1.037 -1.826 0.585 -0.1456
C 1.997 -2.428 1.187 -0.9055
S 2.391 -4.077 0.735 0.9702
C 3.569 -4.337 2.118 -0.4982
C 4.231 -3.019 2.437 -0.4894
S 2.934 -1.728 2.476 0.9566
H -1.347 -0.550 -2.698 0.0745
H -3.074 -2.701 -4.853 0.1194
H -2.789 -5.158 -4.726 0.1081
H -1.377 -6.144 -2.950 0.1016
H -0.267 -4.660 -1.311 0.1026
H 4.293 -5.082 1.794 0.0827
H 3.003 -4.725 2.965 0.0771
H 4.959 -2.743 1.673 0.0829
H 4.710 -3.027 3.415 0.0831
C 3.929 2.572 4.124 -0.0229
C 2.941 1.990 3.177 -0.2516
C 1.759 1.412 3.633 -0.0191
C 0.849 0.932 2.717 -0.1669
N 1.061 0.972 1.408 -0.0385
C 2.193 1.492 0.955 -0.1023
C 3.149 2.018 1.799 0.0071
H 3.462 2.797 5.079 0.0868
H 4.365 3.479 3.711 0.0921
H 4.739 1.864 4.299 0.0969
H 1.550 1.360 4.690 0.1282
H -0.109 0.530 3.017 0.1061
H 2.309 1.502 -0.122 0.1368
H 4.046 2.455 1.392 0.1250
O -1.457 -1.034 1.558 -0.5561
S -1.813 -2.491 1.466 1.0711
C -3.578 -2.603 1.976 -0.2325
C -4.139 -1.690 3.027 -0.2550
C -3.778 -0.356 3.152 -0.0539
C -4.359 0.444 4.121 -0.0636
C -5.341 -0.060 4.952 -0.0732
C -5.728 -1.381 4.817 -0.0741
C -5.123 -2.191 3.876 -0.0515
C -1.001 -3.247 2.948 -0.2173
C -1.603 -2.851 4.248 -0.2828
C -1.268 -1.625 4.810 -0.0376
C -1.860 -1.208 5.987 -0.0588
C -2.775 -2.023 6.630 -0.0663
C -3.084 -3.261 6.094 -0.0715
C -2.508 -3.673 4.906 -0.0541
H -3.704 -3.642 2.274 0.1000
H -4.106 -2.466 1.029 0.0858
H -3.032 0.086 2.510 0.0866
H -4.041 1.469 4.216 0.0899
H -5.809 0.571 5.692 0.1074
H -6.497 -1.784 5.457 0.1096
H -5.427 -3.223 3.783 0.1205
H 0.029 -2.906 2.872 0.0735
H -1.041 -4.320 2.769 0.1092
H -0.525 -1.014 4.320 0.0937
H -1.601 -0.248 6.407 0.1100
H -3.246 -1.697 7.543 0.1119
H -3.779 -3.910 6.601 0.1132
H -2.755 -4.642 4.495 0.1212
C -1.245 3.619 -3.490 -0.0594
C -1.450 4.723 -2.499 -0.3287
C -1.512 6.038 -2.946 -0.0435
C -1.770 7.085 -2.081 -0.0697
C -1.944 6.824 -0.735 -0.0753
C -1.861 5.522 -0.273 -0.1179
C -1.629 4.467 -1.140 -0.3200
Sb -1.750 2.427 -0.365 1.6296
C -2.019 3.154 1.675 -0.3362
C -0.800 3.430 2.281 -0.1793
C -0.722 3.927 3.568 -0.0839
C -1.893 4.184 4.258 -0.0669
C -3.115 3.961 3.645 -0.0554
C -3.202 3.443 2.355 -0.3102
C -4.542 3.268 1.709 -0.0354
C -3.758 2.179 -1.193 -0.3120
C -4.395 3.276 -1.758 -0.1355
C -5.632 3.149 -2.362 -0.0683
C -6.236 1.907 -2.444 -0.0645
C -5.604 0.807 -1.894 -0.0366
C -4.374 0.932 -1.258 -0.3040
C -3.774 -0.271 -0.600 -0.0639
H -1.100 4.030 -4.485 0.0821
H -2.122 2.971 -3.518 0.0744
H -0.377 3.011 -3.231 0.0758
H -1.367 6.242 -3.997 0.1121
H -1.847 8.095 -2.456 0.1076
H -2.155 7.624 -0.042 0.1062
H -1.996 5.335 0.783 0.0861
H 0.113 3.297 1.714 0.0823
H 0.241 4.129 4.015 0.1036
H -1.847 4.577 5.261 0.1067
H -4.021 4.221 4.175 0.1157
H -5.344 3.543 2.390 0.0868
H -4.694 2.237 1.388 0.0745
H -4.609 3.903 0.826 0.0776
H -3.918 4.245 -1.741 0.0918
H -6.107 4.018 -2.792 0.1080
H -7.193 1.795 -2.930 0.1073
H -6.066 -0.169 -1.951 0.1141
H -4.234 -1.180 -0.982 0.0944
H -3.941 -0.204 0.475 0.0664
H -2.702 -0.327 -0.774 0.0242
```

Properties
Net charge   +1
E_LUMO   -2.2 eV
HOMO-LUMO gap   0.2872 hartree

***

(2)
A molecular structure, C51H52AsF9N4O2PS6Sc. Source: the OMol25 dataset; level of theory: ωB97M-V/def2-TZVPD.

XYZ file:
```
127
Properties=species:S:1:pos:R:3:lowdin_charge:R:1
Sc 0.620 -1.143 -0.495 0.6045
O -0.019 -0.826 1.396 -0.3658
N 0.123 -0.487 2.667 -0.1616
C 0.149 -1.530 3.529 -0.0409
C 0.267 -1.321 4.873 -0.0656
C 0.369 -0.004 5.331 -0.0959
C 0.339 1.027 4.434 -0.1143
C 0.192 0.824 3.041 -0.7301
S 0.099 2.089 1.913 0.6183
H 0.029 -2.499 3.055 0.0124
H 0.264 -2.173 5.536 0.1096
H 0.466 0.207 6.388 0.1013
H 0.410 2.057 4.753 0.0924
S -0.868 -4.639 2.443 -0.0820
As -0.389 -4.335 0.394 -0.3853
S 1.642 -3.387 0.142 0.0876
S -1.624 -2.704 -0.503 0.0555
S -0.523 -6.098 -0.838 -0.2134
N -1.437 -0.045 -3.255 0.1510
C -0.659 1.012 -2.869 -0.3919
C -0.684 2.210 -3.605 -0.0350
C 0.078 3.267 -3.180 -0.0790
C 0.849 3.138 -2.028 -0.0580
C 0.815 1.932 -1.366 -0.1755
N 0.079 0.880 -1.762 0.0625
H -1.732 -0.025 -4.218 0.1008
H -1.116 -0.955 -2.930 0.0387
H -1.301 2.273 -4.491 0.1051
H 0.074 4.193 -3.743 0.1023
H 1.470 3.937 -1.656 0.1031
H 1.394 1.778 -0.470 0.0415
C 1.926 -3.852 -3.495 -0.2346
S 0.402 -3.484 -2.651 0.6626
C -0.742 -3.696 -3.996 -0.2563
O 0.489 -1.935 -2.532 -0.7474
H 1.988 -4.934 -3.599 0.0594
H 2.717 -3.499 -2.836 0.0477
H 1.976 -3.345 -4.457 0.0560
H -0.735 -4.751 -4.266 0.0559
H -0.461 -3.061 -4.835 0.0517
H -1.722 -3.443 -3.596 0.0403
C 6.684 0.988 -3.748 -0.0695
C 5.227 0.629 -3.587 -0.2975
C 4.380 0.621 -4.680 -0.0627
C 3.043 0.277 -4.467 -0.2855
C 2.065 0.270 -5.616 -0.0591
C 2.594 -0.042 -3.208 -0.0253
C 3.408 -0.035 -2.041 -0.2592
C 4.760 0.314 -2.316 -0.0255
N 2.861 -0.322 -0.813 0.0100
C 3.768 -0.163 0.349 -0.4432
C 2.956 -0.356 1.626 -0.1456
C 3.785 -0.219 2.904 -0.2702
C 4.903 -1.261 2.894 -0.1179
C 5.758 -1.053 1.643 -0.2861
C 6.354 0.361 1.655 -0.1234
C 5.233 1.406 1.718 -0.2867
C 4.392 1.179 2.973 -0.1220
C 4.335 1.278 0.484 -0.0816
C 4.883 -1.233 0.397 -0.0812
H 6.947 1.108 -4.801 0.0612
H 7.329 0.215 -3.323 0.0715
H 6.924 1.924 -3.236 0.0717
H 4.744 0.867 -5.672 0.0955
H 2.494 -0.194 -6.508 0.0672
H 1.770 1.287 -5.891 0.0698
H 1.159 -0.275 -5.345 0.0608
H 1.568 -0.332 -3.117 0.0504
H 5.495 0.329 -1.533 0.0733
H 2.478 -1.339 1.608 0.0524
H 2.186 0.416 1.611 0.0611
H 3.134 -0.380 3.767 0.1311
H 4.473 -2.266 2.883 0.1241
H 5.514 -1.169 3.800 0.1125
H 6.569 -1.791 1.623 0.1318
H 6.960 0.515 0.755 0.1133
H 7.018 0.479 2.519 0.1097
H 5.670 2.412 1.743 0.1317
H 3.595 1.927 3.027 0.1160
H 5.009 1.282 3.875 0.1131
H 4.883 1.598 -0.397 0.0950
H 3.482 1.957 0.588 0.1181
H 4.386 -2.208 0.421 0.1016
H 5.508 -1.223 -0.493 0.1014
F -6.192 6.159 -0.276 0.1204
C -4.919 6.088 0.180 -0.5758
F -4.175 6.857 -0.636 0.1236
F -4.926 6.700 1.386 0.1249
C -4.428 4.674 0.265 -0.1352
C -5.148 3.771 1.047 -0.0143
C -4.715 2.465 1.152 -0.0738
C -3.565 2.034 0.490 -0.3440
C -2.859 2.948 -0.282 -0.0743
C -3.287 4.265 -0.401 -0.0021
P -2.929 0.296 0.476 1.0976
C -3.094 -0.185 2.233 -0.3648
C -3.091 -1.539 2.562 -0.0976
C -3.109 -1.942 3.890 -0.0134
C -3.136 -0.991 4.897 -0.1364
C -3.104 0.365 4.582 -0.0181
C -3.072 0.762 3.260 -0.0910
C -3.171 -1.390 6.342 -0.5690
F -2.060 -1.013 7.016 0.1186
F -3.299 -2.714 6.523 0.1330
F -4.207 -0.808 7.001 0.1118
C -4.472 -0.449 -0.227 -0.3457
C -5.576 -0.857 0.517 -0.0638
C -6.705 -1.356 -0.106 -0.0114
C -6.743 -1.454 -1.493 -0.1359
C -5.647 -1.062 -2.246 -0.0088
C -4.517 -0.572 -1.611 -0.0839
C -7.968 -2.020 -2.143 -0.5755
F -8.075 -3.356 -1.970 0.1307
F -9.106 -1.490 -1.638 0.1180
F -8.002 -1.805 -3.474 0.1189
H -6.041 4.095 1.565 0.1191
H -5.282 1.766 1.754 0.1073
H -1.949 2.632 -0.778 0.0793
H -2.722 4.965 -1.001 0.1152
H -3.020 -2.290 1.783 0.0511
H -3.064 -2.998 4.117 0.1042
H -3.089 1.107 5.370 0.1225
H -3.005 1.816 3.025 0.0963
H -5.550 -0.799 1.598 0.1044
H -7.556 -1.672 0.484 0.1192
H -5.668 -1.153 -3.324 0.1138
H -3.652 -0.285 -2.198 0.0750
```

Properties
Net charge   -2
E_LUMO   3.6 eV
HOMO-LUMO gap   0.2137 hartree

***

(3)
A molecular structure, C51H52CsN14PSSe2. Source: the OMol25 dataset; level of theory: ωB97M-V/def2-TZVPD.

XYZ file:
```
122
Properties=species:S:1:pos:R:3:lowdin_charge:R:1
Cs 0.670 0.011 0.166 0.6673
N 2.269 2.935 -3.260 0.1052
C 1.404 2.002 -2.816 -0.2499
N 0.237 2.249 -2.318 0.1080
C -0.109 3.571 -2.074 -0.2813
N -1.120 3.898 -1.334 0.0774
N -1.673 2.806 -0.700 -0.0064
C -2.912 2.880 -0.432 -0.1133
C -3.564 1.722 0.217 -0.2973
C -4.949 1.601 0.186 -0.0201
C -5.536 0.475 0.743 -0.0572
C -4.722 -0.482 1.322 -0.0460
C -3.347 -0.269 1.326 -0.1493
N -2.774 0.803 0.788 0.0996
C 0.702 4.634 -2.678 -0.0843
C 0.326 5.979 -2.660 -0.0155
C 1.161 6.942 -3.183 -0.0753
C 2.394 6.574 -3.728 -0.0735
C 2.781 5.252 -3.761 -0.0116
C 1.928 4.279 -3.240 -0.1778
H 3.218 2.652 -3.449 0.1319
H 1.729 0.966 -2.890 0.0704
H -3.519 3.739 -0.724 0.1245
H -5.548 2.376 -0.277 0.1119
H -6.612 0.351 0.724 0.1088
H -5.130 -1.377 1.771 0.1073
H -2.668 -0.974 1.794 0.0765
H -0.626 6.237 -2.218 0.1105
H 0.869 7.983 -3.167 0.1035
H 3.053 7.333 -4.129 0.1064
H 3.735 4.961 -4.182 0.1159
C -1.897 0.275 -3.974 -0.0567
C -2.004 -0.800 -4.751 -0.0554
C -2.176 -2.149 -4.152 -0.0943
C -2.270 -2.162 -2.648 -0.3234
N -2.292 -0.984 -1.910 0.1470
C -2.084 0.121 -2.537 -0.1105
N -2.312 -3.306 -2.077 0.1942
C -2.275 -3.493 -0.723 -0.2722
N -1.425 -3.005 0.131 0.2005
C -1.680 -3.672 1.362 -0.2757
N -1.079 -3.547 2.465 0.2044
C -0.107 -2.579 2.743 -0.3498
C 1.196 -2.973 3.047 -0.0182
C 2.077 -2.022 3.521 -0.0708
C 1.625 -0.722 3.726 -0.0593
C 0.322 -0.428 3.376 -0.2386
N -0.530 -1.320 2.858 0.0753
C -2.818 -4.612 1.189 -0.1087
C -3.473 -5.454 2.061 -0.0048
C -4.545 -6.185 1.554 -0.0717
C -4.934 -6.064 0.221 -0.0749
C -4.262 -5.210 -0.649 -0.0106
C -3.205 -4.490 -0.132 -0.1100
H -1.723 1.270 -4.360 0.1045
H -1.930 -0.732 -5.830 0.1166
H -3.033 -2.677 -4.579 0.1347
H -2.051 1.016 -1.929 0.0606
H 1.489 -4.004 2.905 0.1171
H 3.104 -2.285 3.740 0.1060
H 2.267 0.047 4.132 0.1026
H -0.055 0.583 3.499 0.0748
H -3.159 -5.539 3.093 0.1159
H -5.089 -6.860 2.202 0.1026
H -5.770 -6.649 -0.140 0.1018
H -4.551 -5.118 -1.688 0.1110
Se 3.409 -1.975 0.045 0.2137
P 4.582 -0.182 0.217 0.0828
Se 3.736 1.658 -0.524 0.2117
C 5.000 0.016 1.986 -0.4089
C 4.671 1.159 2.700 -0.1195
C 4.956 1.240 4.059 -0.0872
C 5.581 0.184 4.703 -0.0870
C 5.927 -0.958 3.987 -0.0863
C 5.634 -1.043 2.636 -0.1121
C 6.216 -0.413 -0.562 -0.4093
C 6.532 -1.558 -1.279 -0.1146
C 7.787 -1.688 -1.863 -0.0867
C 8.727 -0.680 -1.722 -0.0927
C 8.414 0.466 -0.999 -0.0831
C 7.162 0.601 -0.424 -0.1028
H 4.183 1.981 2.189 0.0495
H 4.685 2.131 4.611 0.1067
H 5.802 0.248 5.761 0.1016
H 6.420 -1.783 4.485 0.1030
H 5.881 -1.942 2.082 0.1004
H 5.793 -2.346 -1.366 0.0482
H 8.029 -2.583 -2.422 0.1003
H 9.706 -0.784 -2.173 0.0994
H 9.147 1.254 -0.885 0.1018
H 6.908 1.499 0.127 0.0997
C -2.286 0.267 5.483 -0.1066
N -2.441 1.205 4.391 -0.0556
C -1.718 2.336 4.207 -0.8782
S -0.561 2.869 5.297 0.6140
N -2.012 2.975 3.052 -0.0426
C -1.318 4.141 2.544 -0.0976
H -3.157 0.278 6.141 0.0807
H -1.410 0.552 6.059 0.0347
H -2.142 -0.738 5.085 0.0722
H -3.089 0.949 3.665 0.1094
H -2.576 2.465 2.391 0.0867
H -0.602 4.465 3.292 0.0288
H -2.023 4.952 2.351 0.0831
H -0.792 3.905 1.618 0.0662
N 0.919 -3.091 -5.024 -0.0772
C 1.107 -3.490 -3.629 -0.1999
C 1.091 -2.262 -2.732 -0.2532
N 1.989 -1.194 -3.158 -0.0683
C 1.928 -0.933 -4.589 -0.2191
C 1.993 -2.192 -5.441 -0.2126
H -1.292 -2.738 -4.440 0.1001
H 0.908 -3.912 -5.615 0.1098
H 2.063 -4.020 -3.490 0.1204
H 0.300 -4.165 -3.333 0.1122
H 1.381 -2.530 -1.719 0.0268
H 0.075 -1.860 -2.691 0.0807
H 2.931 -1.390 -2.834 0.0739
H 2.738 -0.252 -4.861 0.1175
H 0.979 -0.426 -4.804 0.1042
H 2.984 -2.659 -5.320 0.1172
H 1.863 -1.940 -6.495 0.1138
```

Properties
Net charge   0
E_LUMO   -0.8 eV
HOMO-LUMO gap   0.2373 hartree

***

(4)
A molecular structure, C51H52N4O8SiTeV. Source: the OMol25 dataset; level of theory: ωB97M-V/def2-TZVPD.

XYZ file:
```
118
Properties=species:S:1:pos:R:3:lowdin_spin:R:1
V -0.062 0.048 -0.360 0.8360
O -0.543 -2.073 -4.079 0.0017
C -0.163 -1.448 -2.991 0.0029
O -0.667 -0.410 -2.584 0.0030
C 0.937 -2.057 -2.210 0.0055
C 1.618 -3.195 -2.490 0.0080
C 2.609 -3.633 -1.561 0.0104
C 2.846 -2.907 -0.434 0.0044
C 2.101 -1.729 -0.191 0.0190
N 1.138 -1.319 -1.093 0.0205
C 2.200 -0.817 0.880 0.0325
O 3.042 -0.889 1.910 0.0121
O 1.450 0.232 0.839 0.0152
H -1.293 -1.600 -4.474 0.0000
H 1.402 -3.744 -3.396 0.0002
H 3.168 -4.538 -1.755 0.0004
H 3.599 -3.236 0.272 -0.0001
H 3.600 -1.673 1.847 0.0001
C 0.666 7.240 6.768 0.0000
C 0.920 6.032 5.910 0.0000
C 1.691 6.130 4.758 0.0000
C 1.896 5.071 3.881 0.0000
C 2.749 5.364 2.671 0.0000
C 1.296 3.833 4.212 0.0000
Te 1.063 2.161 2.906 0.0001
N -1.123 0.258 1.874 0.0012
C -0.709 -0.994 2.066 0.0049
O -0.439 -1.553 0.954 0.0073
C -0.291 -1.610 3.358 -0.0001
C 0.353 -2.842 3.251 0.0009
C 0.990 -3.407 4.344 -0.0001
C 0.977 -2.752 5.567 0.0009
C 0.288 -1.554 5.698 0.0000
C -0.340 -0.983 4.599 0.0007
C 2.453 2.587 1.397 0.0000
C 2.097 2.890 0.098 0.0001
C 3.084 2.946 -0.869 0.0001
C 4.397 2.657 -0.525 0.0000
C 4.725 2.329 0.783 0.0002
C 3.762 2.276 1.785 0.0001
C 4.167 1.914 3.197 0.0000
C 0.620 3.675 5.445 0.0000
C 0.124 2.348 5.971 0.0000
C 0.424 4.783 6.253 0.0000
H 0.392 8.100 6.156 0.0000
H 1.572 7.515 7.316 0.0000
H -0.124 7.059 7.496 0.0000
H 2.153 7.082 4.518 0.0000
H 3.028 6.416 2.677 0.0000
H 2.220 5.166 1.744 0.0000
H 3.671 4.782 2.675 0.0000
H 0.346 -3.350 2.295 0.0000
H 1.496 -4.359 4.241 0.0000
H 1.482 -3.184 6.422 0.0000
H 0.230 -1.069 6.665 0.0000
H -0.910 -0.083 4.730 0.0000
H 1.068 3.100 -0.156 0.0000
H 2.826 3.213 -1.886 0.0000
H 5.173 2.683 -1.281 0.0000
H 5.753 2.094 1.038 0.0000
H 5.233 1.706 3.247 0.0000
H 3.662 1.005 3.550 0.0000
H 3.961 2.726 3.898 0.0000
H 0.878 1.572 5.860 0.0000
H -0.794 2.020 5.480 0.0000
H -0.108 2.428 7.031 0.0000
H -0.120 4.660 7.184 0.0000
C -1.894 4.014 -3.927 -0.0001
C -1.026 3.494 -2.761 -0.0004
C -0.462 4.717 -2.007 0.0001
C 0.129 2.660 -3.348 -0.0002
Si -2.021 2.413 -1.594 0.0018
O -0.919 1.504 -0.705 0.0034
C -3.236 1.182 -2.354 0.0009
C -3.415 -0.094 -1.802 0.0027
C -4.366 -0.975 -2.293 0.0002
C -5.187 -0.592 -3.348 0.0001
C -5.068 0.682 -3.880 0.0001
C -4.107 1.557 -3.382 0.0001
C -3.242 3.309 -0.458 -0.0001
C -4.079 2.499 0.330 0.0000
C -5.210 3.011 0.949 0.0000
C -5.525 4.360 0.822 0.0000
C -4.701 5.189 0.071 0.0000
C -3.579 4.665 -0.567 -0.0001
H -1.329 4.758 -4.500 0.0000
H -2.810 4.500 -3.575 0.0000
H -2.173 3.212 -4.612 0.0000
H 0.400 5.121 -2.548 0.0000
H -0.149 4.496 -0.982 0.0001
H -1.199 5.518 -1.949 0.0000
H 0.862 3.325 -3.817 0.0000
H -0.238 1.973 -4.115 0.0000
H 0.647 2.061 -2.598 -0.0002
H -2.809 -0.411 -0.961 0.0020
H -4.480 -1.957 -1.845 0.0000
H -5.924 -1.282 -3.743 0.0000
H -5.729 1.002 -4.676 0.0000
H -4.046 2.553 -3.806 0.0000
H -3.878 1.434 0.403 0.0000
H -5.857 2.355 1.521 0.0000
H -6.424 4.757 1.280 0.0000
H -4.953 6.237 -0.050 0.0000
H -2.980 5.324 -1.184 0.0000
C -2.223 6.279 2.536 0.0000
N -2.091 4.816 2.690 0.0001
C -3.013 4.121 3.392 0.0001
C -2.992 2.773 3.519 0.0001
C -1.927 2.090 2.927 0.0002
O -1.931 0.801 2.936 0.0008
N -0.901 2.788 2.368 0.0001
C -0.991 4.186 2.131 0.0000
O -0.124 4.757 1.522 0.0000
H -2.381 6.727 3.515 0.0000
H -3.058 6.500 1.878 0.0000
H -1.307 6.661 2.103 0.0000
H -3.809 4.715 3.823 0.0000
H -3.781 2.226 4.012 0.0000
```

Properties
Net charge   +2
Spin multiplicity   2
E_LUMO (spin up / spin down)   -6.4 / -6.4 eV
HOMO-LUMO gap (spin up / spin down)   0.1787 / 0.1793 hartree

***

Taking the records one at a time from the top gives ΔE to the lowest compared entry with this formula, charge and spin values of 0.938; 0.000; 0.249; 3.779 eV.
Taking the records one at a time from the top gives E values of -3998.825288; -8970.320326; -8303.872801; -4296.666617 a.u..